11
Properties=species:S:1:pos:R:3:forces:R:3:mulliken_charge:R:1 method="wB97M-V/def2-TZVPD" e_homo_ha=-0.359 lumo_ev=-0.6 homo_lumo_gap_ev=9.146
C -0.4211 0.0442 1.5397 3.37 -1.47 1.26 -0.825
P 0.2659 -0.5733 -0.0645 1.33 2.52 0.63 0.691
C -0.3244 0.3100 -1.5790 0.34 0.41 -1.34 -0.780
O 0.3502 -2.0184 -0.0369 0.01 -0.96 -0.45 -0.587
Br 2.7939 0.4510 0.1090 -2.31 -0.76 -0.29 -0.364
H 0.4532 0.2420 2.3211 -1.48 -0.58 -1.95 0.283
H -0.9761 0.9300 1.5789 -1.25 1.02 -0.39 0.376
H -0.8778 -0.8983 1.8811 -0.44 0.67 0.05 0.287
H 0.1917 -0.2000 -2.5206 -0.92 1.23 2.13 0.278
H -1.4610 0.3038 -1.7783 1.72 -0.29 0.75 0.334
H 0.0054 1.4091 -1.4505 -0.37 -1.79 -0.40 0.307


24
Properties=species:S:1:pos:R:3:forces:R:3:mulliken_charge:R:1 method="wB97M-V/def2-TZVPD" e_homo_ha=-0.317 lumo_ev=1.0 homo_lumo_gap_ev=9.643
C 2.4434 0.8772 1.6016 -1.34 0.10 -0.61 -1.112
C 1.1721 0.9908 1.1216 2.14 0.54 1.12 0.600
C 0.3523 2.2177 1.4475 -0.84 -0.55 -0.24 -0.448
C -0.6438 2.5019 0.3292 0.49 -0.89 -0.13 -0.535
O -1.3275 1.2797 0.0173 0.43 0.14 0.01 -0.356
C -0.5021 0.2495 -0.4525 -1.12 -0.57 0.16 0.331
C -1.4565 -0.9765 -0.6730 0.75 0.87 0.44 -0.721
C -0.8832 -2.0236 -1.5984 -0.64 -0.08 -0.04 -0.397
C 0.1799 -2.8424 -0.9484 1.11 -0.70 -0.13 -1.019
O 0.5916 -0.0584 0.4540 -0.71 0.42 -0.28 -0.301
H 3.0108 0.0054 1.3579 0.22 -0.53 -0.06 0.301
H 2.9481 1.5960 2.2616 -0.67 -0.10 -0.53 0.262
H -0.2307 1.9902 2.3482 0.00 0.06 -0.07 0.232
H 0.9621 3.0892 1.6626 0.28 -0.09 -0.06 0.367
H -0.1613 2.9252 -0.5646 -0.03 -0.17 0.07 0.323
H -1.4086 3.1633 0.6655 -0.53 0.61 0.14 0.310
H -0.0833 0.4957 -1.4322 0.37 0.37 0.01 0.146
H -1.7058 -1.4129 0.3057 0.09 0.13 -0.22 0.256
H -2.3834 -0.6047 -1.1145 0.13 0.36 0.17 0.275
H -0.5281 -1.5838 -2.5370 -0.02 0.06 0.10 0.312
H -1.6943 -2.6974 -1.8696 -0.21 0.01 -0.14 0.315
H 0.3198 -3.7638 -1.5395 0.26 0.28 0.32 0.349
H -0.0997 -3.1372 0.0714 0.10 0.11 -0.21 0.268
H 1.1283 -2.2812 -0.9142 -0.26 -0.39 0.18 0.243